C6H12CaN2PS as an isolated structure. Source: the OMol25 dataset; level of theory: ωB97M-V/def2-TZVPD.

Output
- Orbital gap (spin up / spin down): 2.43 / 2.35 eV
- Total energy: -1762.28410 hartree
- Total charge: -1
- F_max: 3.2 eV/Å
- HOMO (spin up / spin down): -0.4 / -0.3 eV

Structure (XYZ):
```
23
Properties=species:S:1:pos:R:3:forces:R:3
C 0.48809 0.80232 -2.80729 0.275 0.796 2.027
C 0.15055 -0.10684 -3.75940 -0.358 -0.191 -1.675
C -0.21187 -1.48344 -3.72536 0.059 0.173 0.092
C -0.28964 -2.40198 -2.63700 -0.553 -0.954 -1.313
C -0.11505 -2.25560 -1.29846 0.482 0.564 1.595
Ca -0.64243 -0.06751 -0.94303 -0.281 0.093 -1.280
P 0.15857 2.51955 0.23250 -0.032 0.792 -1.113
H 0.80473 1.81561 -3.10739 -0.209 -0.352 -0.541
H 0.10712 0.23757 -4.81056 0.154 0.030 -0.053
H -0.43867 -1.91012 -4.71619 0.054 0.147 0.491
H -0.15985 -3.12398 -0.62298 -0.146 -0.284 -0.618
H -0.57697 -3.38307 -3.06091 0.122 -0.202 0.187
H -0.88961 3.13882 0.97352 0.180 0.120 0.105
H 0.29053 3.57816 -0.72472 -0.046 -0.006 0.412
H 1.20955 2.95883 1.07548 -0.028 -0.018 0.126
N -0.02702 1.12841 3.96083 -0.046 0.123 0.527
C 0.01212 -0.04734 3.30580 0.206 -0.119 -1.755
N -0.02720 -1.16307 4.05199 -0.016 -0.803 -0.499
S 0.16134 -0.17296 1.59582 0.210 -0.525 3.126
H -0.00651 1.16625 4.97787 -0.056 0.092 -0.588
H 0.00214 1.98601 3.42873 0.043 -0.255 0.109
H 0.00595 -2.05987 3.56072 0.003 0.748 0.322
H -0.00585 -1.15574 5.05001 -0.017 0.032 0.317
```
Forces are in eV/Å.